{
  "formula": "C29H51Cl6N4O",
  "method": "ωB97M-V/def2-TZVPD",
  "max_force_ev_per_a": 0.97,
  "total_energy_ev": -114036.760,
  "e_homo_ha": -0.411,
  "gap_ev": 9.19,
  "total_charge": 1,
  "species": ["C", "C", "C", "C", "C", "C", "C", "Cl", "C", "C", "Cl", "C", "C", "C", "C", "Cl", "N", "C", "N", "C", "C", "C", "C", "N", "C", "C", "C", "Cl", "C", "C", "C", "O", "N", "C", "C", "C", "H", "H", "H", "H", "H", "H", "H", "H", "H", "H", "H", "H", "H", "H", "H", "H", "H", "H", "H", "H", "H", "H", "H", "H", "H", "H", "H", "H", "H", "H", "H", "H", "H", "H", "H", "H", "H", "H", "H", "H", "H", "H", "H", "H", "H", "H", "H", "Cl", "C", "C", "Cl", "H", "H", "H", "H"],
  "coordinates": [[-4.465593, 3.736699, -1.620014], [-4.102313, 2.331688, -1.149924], [-3.009771, 2.319475, -0.072113], [-2.057749, 1.134956, -0.230324], [-1.233271, 0.769156, 1.020207], [0.338466, 0.699870, 0.995416], [0.961939, 1.597794, 2.075499], [2.365957, 0.947214, 2.909696], [0.620017, 2.807638, 2.513422], [1.377411, 3.570588, 3.560053], [-0.780399, 3.642284, 1.924778], [0.689706, -0.776185, 1.314516], [0.144887, -1.315181, 2.645301], [1.086140, -2.313764, 3.318806], [0.676773, -2.613031, 4.751903], [1.414014, -1.467199, 5.904998], [0.116204, -1.605700, 0.230088], [0.606442, -1.319939, -0.999853], [1.169449, -2.252797, -1.743252], [1.266691, -3.673434, -1.395864], [2.549324, -3.972072, -0.629940], [2.715429, -5.469829, -0.337588], [3.346434, -5.726529, 1.027643], [0.483042, -0.042199, -1.417120], [0.342820, 0.194838, -2.856257], [1.446731, 0.944648, -3.601493], [0.969175, 1.548065, -4.919398], [2.819751, -0.213930, -3.908211], [0.960321, 1.053113, -0.429203], [2.523514, 1.012275, -0.433957], [3.139656, 2.402064, -0.314727], [3.507604, 2.896790, 0.710831], [0.623149, 2.389358, -0.692371], [0.317887, 3.310121, -1.499297], [0.752207, 4.713434, -1.144927], [-0.563158, 3.249648, -2.721089], [-4.638910, 4.410652, -0.778729], [-5.358326, 3.740981, -2.245939], [-3.657115, 4.159047, -2.223054], [-4.996955, 1.826954, -0.778212], [-3.747914, 1.756670, -2.013492], [-3.471355, 2.257554, 0.917222], [-2.451683, 3.258565, -0.132952], [-1.433057, 1.310714, -1.105649], [-2.665456, 0.258480, -0.483292], [-1.531741, 1.425473, 1.834586], [-1.574212, -0.215281, 1.322502], [0.873549, 4.506193, 3.785036], [1.475505, 2.984424, 4.474117], [2.382785, 3.789881, 3.194629], [1.769649, -0.932862, 1.289496], [-0.795346, -1.832705, 2.431320], [-0.089211, -0.495285, 3.326354], [1.085022, -3.259477, 2.761450], [2.110365, -1.937035, 3.308219], [0.961647, -3.612784, 5.067677], [-0.399970, -2.507914, 4.882760], [0.138759, -2.590457, 0.457699], [1.581006, -1.963510, -2.622681], [0.387568, -3.981457, -0.827457], [1.227301, -4.238855, -2.327278], [2.534801, -3.420643, 0.317365], [3.390296, -3.597808, -1.218483], [3.319497, -5.934029, -1.118676], [1.734061, -5.954239, -0.374309], [3.638635, -6.769828, 1.140617], [4.242353, -5.119566, 1.171955], [2.642877, -5.494786, 1.829875], [0.203099, -0.771595, -3.338149], [-0.602329, 0.713143, -3.022328], [1.905879, 1.699644, -2.969246], [1.293915, 2.581766, -5.021500], [1.376036, 0.999506, -5.765767], [-0.118267, 1.515490, -4.996152], [2.866686, 0.582503, -1.375167], [2.910461, 0.380026, 0.363765], [3.277779, 2.935975, -1.278275], [1.209535, 4.738256, -0.161864], [1.475638, 5.051706, -1.894658], [-0.081648, 5.417485, -1.176263], [-0.898342, 2.261174, -3.007049], [-1.449824, 3.842152, -2.477092], [-0.095802, 3.750440, -3.571731], [-3.989828, -1.051729, 2.610386], [-4.912399, -2.231571, 1.638876], [-4.078511, -3.437059, 1.287135], [-2.750986, -2.993713, 0.168601], [-5.261798, -1.717568, 0.747299], [-5.768639, -2.542716, 2.234091], [-4.690888, -4.183473, 0.786041], [-3.623078, -3.876840, 2.170132]],
  "atomic_forces_ev_per_a": [[0.002, 0.026, -0.042], [0.094, 0.056, -0.097], [-0.047, -0.079, -0.110], [-0.060, -0.198, -0.163], [-0.031, 0.092, 0.136], [-0.118, -0.171, -0.031], [0.086, -0.243, -0.209], [0.042, -0.112, -0.047], [-0.086, 0.127, 0.163], [-0.005, 0.077, -0.038], [0.194, 0.349, -0.050], [-0.334, 0.056, 0.062], [-0.034, -0.041, -0.046], [0.053, -0.029, -0.106], [-0.206, -0.052, 0.053], [0.021, 0.099, -0.002], [0.713, -0.285, -0.081], [-0.209, 0.324, 0.222], [-0.479, -0.337, -0.402], [0.111, -0.031, -0.039], [-0.086, -0.125, 0.029], [-0.045, 0.032, 0.051], [0.053, -0.064, -0.034], [0.654, -0.038, -0.197], [0.006, -0.054, -0.073], [0.203, -0.136, 0.153], [0.050, -0.160, -0.247], [-0.044, 0.019, 0.076], [-0.752, 0.327, 0.249], [0.046, -0.096, -0.118], [-0.054, -0.096, -0.024], [0.054, 0.044, 0.017], [0.943, 0.142, -0.198], [-0.513, -0.139, 0.296], [-0.144, 0.014, -0.095], [-0.096, 0.296, -0.025], [-0.033, -0.034, -0.003], [-0.013, -0.026, 0.030], [-0.002, 0.054, 0.083], [0.047, -0.080, -0.031], [-0.100, -0.033, -0.003], [0.034, 0.227, 0.012], [-0.019, -0.058, 0.128], [-0.121, -0.027, 0.123], [0.030, -0.001, -0.013], [0.030, -0.161, -0.100], [0.008, -0.066, -0.016], [-0.011, -0.022, 0.014], [-0.011, 0.019, -0.008], [0.006, -0.030, 0.021], [-0.004, 0.103, 0.101], [-0.096, 0.168, 0.115], [0.099, 0.010, 0.005], [0.012, 0.034, -0.015], [0.009, -0.040, 0.025], [0.104, 0.039, -0.005], [0.000, -0.092, -0.043], [0.138, 0.027, 0.080], [0.005, 0.018, 0.086], [-0.047, 0.014, -0.044], [0.035, 0.024, -0.007], [0.020, 0.075, -0.063], [0.056, 0.040, 0.141], [-0.050, 0.014, -0.034], [0.041, -0.045, -0.006], [-0.037, -0.011, -0.002], [-0.017, 0.003, -0.011], [0.040, 0.072, 0.013], [-0.064, 0.044, -0.068], [0.197, -0.226, 0.176], [-0.147, 0.042, -0.012], [-0.008, -0.031, 0.022], [-0.043, -0.042, 0.005], [0.051, 0.045, -0.017], [0.005, -0.032, 0.006], [-0.052, 0.084, 0.048], [-0.063, 0.014, 0.045], [0.068, -0.026, 0.028], [-0.003, 0.007, 0.048], [-0.025, -0.040, -0.017], [-0.004, 0.429, 0.069], [0.002, -0.014, -0.023], [-0.003, -0.039, 0.062], [-0.014, -0.004, -0.002], [-0.012, -0.010, 0.001], [-0.040, 0.011, 0.028], [-0.012, -0.051, 0.019], [0.000, -0.001, 0.001], [0.014, 0.005, 0.019], [0.008, 0.022, -0.041], [0.011, 0.006, -0.004]]
}